C5H8NO | wB97M-V/def2-TZVPD

Bonds (Å) are listed after each position.
Geometry (Å):
1 C -1.269 0.579 2.246  C2 1.369, N6 1.338, H8 1.043
2 C -0.265 0.171 1.410  C1 1.369, C4 1.417, N6 1.359
3 C 0.494 -0.501 -2.247  C5 1.500, H9 1.061, H10 0.985, H11 1.091
4 C 0.441 -0.075 0.206  C2 1.417, C5 1.535, H12 1.108, H13 1.149
5 C -0.200 0.252 -1.150  C3 1.500, C4 1.535, H14 1.086, H15 1.026
6 N -0.148 0.061 2.759  C1 1.338, C2 1.359, O7 1.167
7 O 0.507 -0.112 3.710  N6 1.167
8 H -2.133 1.140 2.408  C1 1.043
9 H 0.612 -1.428 -1.744  C3 1.061
10 H 1.318 -0.089 -2.594  C3 0.985
11 H -0.147 -0.571 -3.126  C3 1.091
12 H 0.772 -1.131 0.143  C4 1.108
13 H 1.487 0.394 0.283  C4 1.149
14 H -0.282 1.333 -1.209  C5 1.086
15 H -1.187 -0.022 -1.095  C5 1.026

Calculated values
Frontier orbital gap, eV: 10.826
Relative energy (zero: lowest compared OMol25 entry of this formula, charge and spin), kcal per mole: 123.88
Net charge: +1
Total energy, Ha: -324.84155
2S+1: 1
E_LUMO, eV: -5.32
Largest force on an atom, Eh/bohr: 0.09303

What are the Mulliken partial charges on each atom? They are as follows, in elementary charge units:
1. C -0.071
2. C 0.248
3. C -1.262
4. C -0.374
5. C -0.513
6. N 0.405
7. O -0.465
8. H 0.397
9. H 0.374
10. H 0.366
11. H 0.338
12. H 0.337
13. H 0.377
14. H 0.405
15. H 0.440